No. 1
80
Properties=species:S:1:pos:R:3:forces:R:3:mulliken_charge:R:1 method="wB97M-V/def2-TZVPD" homo_lumo_gap_ev="4.83 / 5.04" lumo_energy_ev="-1.570 / -1.356" multiplicity=1 homo_energy_ev="-6.3959 / -6.3956" de_lowest_kcal_mol=14.18
Sn -0.529 2.618 -1.648 -0.2 0.0 1.8 0.8934
C -1.462 2.569 -3.668 -0.9 1.0 0.3 -0.1602
C -1.648 1.181 -3.474 0.1 -0.4 -0.4 -0.6446
C -0.690 0.116 -3.941 0.1 0.0 -0.4 -0.5379
C 0.789 0.535 -3.857 -0.3 -0.7 -0.6 -1.3376
C 1.110 1.534 -2.757 1.4 -0.5 0.2 1.7266
C 1.419 2.908 -2.938 -0.1 -0.3 0.7 -0.3676
C 0.726 3.875 -3.831 -0.5 0.7 -1.4 -0.8032
C -0.468 3.254 -4.611 0.4 0.7 0.3 -0.9534
C 0.072 2.841 0.404 -0.2 0.3 0.0 -0.8506
H -2.287 3.251 -3.373 0.0 -0.9 -0.9 0.6253
H -2.666 0.827 -3.260 0.5 0.3 0.2 0.3815
H -0.943 -0.146 -4.990 0.1 0.0 0.3 0.4456
H -0.808 -0.832 -3.384 -0.3 0.5 0.0 0.3485
H 1.364 -0.390 -3.646 -0.1 0.6 -0.1 0.4265
H 1.136 0.886 -4.847 -0.1 0.0 0.6 0.4723
H 1.647 1.073 -1.919 0.4 0.3 -0.5 -1.1701
H 2.308 3.292 -2.419 -0.7 -0.1 0.4 0.3999
H 1.437 4.341 -4.528 -0.1 -0.1 -0.1 0.5843
H 0.278 4.697 -3.223 0.8 -0.3 -0.6 0.2391
H -1.026 4.114 -5.018 0.3 -0.5 -0.3 0.4145
H -0.106 2.603 -5.424 -0.4 0.2 0.4 0.2880
H -0.818 3.078 1.025 0.6 -0.3 -0.4 0.3136
H 0.730 3.716 0.250 -0.2 -0.4 0.5 0.5977
H 0.608 1.967 0.788 -0.2 0.2 0.0 -0.2213
P 1.944 -0.700 1.123 0.9 1.2 0.1 -0.4256
P -1.524 -1.424 1.317 -0.7 -2.6 2.4 0.0962
N 3.101 0.208 0.106 0.3 0.6 -1.6 0.7702
N 3.142 -1.891 1.498 0.5 -1.0 0.4 0.8477
N -2.384 -0.180 0.559 -0.7 2.9 -1.3 0.8019
N -2.977 -2.434 1.270 -1.2 -1.4 -0.9 0.3900
C 0.972 -1.467 -0.272 -0.2 -0.7 -0.1 0.8049
C -0.375 -2.169 0.111 0.3 -0.1 -1.7 -1.4947
C 3.358 1.581 0.207 0.6 -0.9 -0.7 -0.4119
C 4.297 1.931 -0.759 -0.7 -0.8 0.4 -1.0554
C 4.613 0.743 -1.498 -0.9 -0.3 0.6 -0.7000
C 3.846 -0.290 -0.972 0.2 1.4 0.5 -0.5456
C 4.105 -1.654 2.492 -0.6 -0.9 -0.5 -0.6339
C 4.731 -2.853 2.777 -0.3 0.5 -0.3 -0.5497
C 4.161 -3.853 1.928 -0.5 0.4 -0.3 -0.7389
C 3.186 -3.239 1.158 0.5 0.3 0.7 -0.3212
C -3.378 0.586 1.211 0.9 0.5 -1.0 -0.8366
C -3.627 1.713 0.454 -0.1 -0.5 0.0 -1.3439
C -2.925 1.577 -0.786 0.6 -0.2 0.3 -0.4364
C -2.104 0.433 -0.648 -0.5 -0.5 -0.1 0.2764
C -4.227 -2.225 0.672 0.2 -0.7 0.6 -0.2324
C -5.131 -3.139 1.185 0.9 0.3 -0.1 -0.7432
C -4.403 -3.989 2.083 0.3 0.4 -0.2 -0.6186
C -3.095 -3.541 2.113 -0.7 0.6 -0.5 -0.5308
H 1.615 -2.228 -0.750 -0.3 0.3 0.0 0.9456
H 0.795 -0.694 -1.051 0.2 -0.2 0.7 -1.3434
H -0.933 -2.384 -0.821 0.3 -0.1 0.1 0.5381
H -0.113 -3.151 0.553 -0.4 0.5 0.1 0.4518
H 2.875 2.162 0.975 0.1 0.0 0.0 0.6030
H 4.708 2.913 -0.917 0.1 0.1 0.1 0.5546
H 5.312 0.660 -2.314 0.0 0.0 0.0 0.4619
H 3.792 -1.322 -1.266 0.1 -0.1 0.1 0.4635
H 4.219 -0.657 2.905 0.0 -0.3 0.0 0.3863
H 5.503 -2.997 3.525 -0.1 0.0 -0.2 0.4183
H 4.424 -4.904 1.895 -0.1 0.2 0.0 0.4248
H 2.519 -3.632 0.399 0.2 -0.1 0.3 0.3536
H -3.858 0.233 2.108 0.4 0.1 0.2 0.5867
H -4.184 2.604 0.745 -0.2 -0.7 -0.1 0.4190
H -3.100 2.251 -1.644 0.2 -0.7 0.6 0.3308
H -1.363 -0.054 -1.303 -0.8 0.4 0.4 -0.0512
H -4.373 -1.435 -0.048 0.0 -0.1 0.1 0.3143
H -6.189 -3.162 0.958 0.2 -0.1 0.0 0.4311
H -4.813 -4.814 2.645 0.1 0.0 0.0 0.4285
H -2.225 -3.875 2.653 -0.1 0.0 0.1 0.4292
O -1.675 1.887 3.101 -0.1 -0.2 0.2 -0.6440
C -1.243 0.820 3.518 1.1 -0.8 -0.5 0.0783
C -1.582 0.208 4.889 -0.2 0.3 -0.2 -0.5951
C -0.736 -1.039 4.965 0.4 -0.1 -0.2 -0.7405
C 0.050 -1.037 3.654 -0.1 1.0 -0.8 0.5079
O 0.927 -1.853 3.348 -0.9 0.2 0.0 -0.5968
N -0.396 -0.034 2.790 0.2 1.2 2.7 0.1418
H -1.369 0.910 5.696 -0.1 0.1 -0.1 0.3762
H -2.653 -0.023 4.922 0.1 0.2 -0.1 0.1798
H -0.058 -1.040 5.816 0.1 -0.1 0.0 0.3988
H -1.350 -1.943 5.012 0.2 -0.1 -0.1 0.2681

---

No. 2
79
Properties=species:S:1:pos:R:3:forces:R:3:mulliken_charge:R:1 method="wB97M-V/def2-TZVPD" charge=+3 homo_lumo_gap_ev="6.93 / 4.73" s_squared=6.0815 lumo_energy_ev="-9.396 / -11.607" multiplicity=5 homo_energy_ev="-16.3295 / -16.3350" de_lowest_kcal_mol=20.20
Pt 0.356 0.834 1.558 1.1 -0.2 1.7 1.3420
C 2.473 -1.965 -0.485 0.1 0.8 0.8 -0.8996
C 2.720 -1.791 -2.003 0.3 -1.1 1.1 0.8621
C 3.604 -3.052 -2.275 1.6 0.4 -1.0 -1.9080
C 1.491 -1.829 -2.876 0.7 -1.4 -1.6 0.5927
C 1.656 -2.473 -4.121 -0.1 1.5 2.0 -0.9383
C 0.626 -2.621 -5.011 -1.6 -0.3 -1.3 -1.1156
C -0.686 -2.191 -4.665 1.2 0.9 2.2 -0.7859
C -0.921 -1.534 -3.440 0.0 -0.5 -0.8 -0.4454
C -2.371 -1.302 -3.022 0.1 -1.2 -1.5 0.5596
C -2.948 -0.171 -3.884 1.5 0.5 -1.0 -1.3325
C -2.720 -1.272 -1.549 0.9 0.4 0.0 -1.0569
C 0.225 -1.185 -2.629 1.3 -1.7 -0.9 0.4246
N 0.171 -0.219 -1.705 -0.5 3.4 -0.7 0.7255
C 0.704 0.978 -1.874 -0.1 -2.8 1.6 -0.1992
C 0.155 2.073 -1.148 -1.8 0.8 1.7 -0.1770
C -0.163 3.362 -1.628 -0.8 0.7 1.9 -1.5792
C -0.891 4.005 -0.635 0.5 2.5 -1.1 -0.3438
C -1.094 3.120 0.435 -0.4 -2.9 0.1 -0.3352
N -0.471 1.930 0.100 0.0 0.6 -0.7 0.4673
C -1.970 3.243 1.646 -0.6 1.1 0.9 1.5720
C -2.753 1.931 2.058 -0.5 0.3 -1.7 -1.3201
C -2.995 4.421 1.423 -0.7 0.1 -0.7 -1.6965
C -1.018 3.735 2.834 -1.5 -1.0 -0.6 -1.5466
H 1.909 -1.119 -0.047 0.0 -0.6 0.0 -0.3389
H 3.436 -1.990 0.073 -0.5 0.3 -0.6 0.5567
H 2.042 -2.952 -0.219 -0.2 0.6 -0.4 0.3846
H 3.234 -0.811 -2.232 0.0 -1.1 0.4 0.2415
H 3.177 -4.030 -2.477 -1.1 0.3 0.1 0.5129
H 4.274 -3.269 -1.449 0.0 0.4 0.2 0.3868
H 4.274 -2.918 -3.126 0.1 0.2 0.0 0.4998
H 2.633 -2.763 -4.404 0.7 -0.5 -0.1 0.5349
H 0.810 -3.154 -5.971 -0.3 0.5 0.8 0.4023
H -1.523 -2.374 -5.278 -0.8 -0.4 -0.7 0.6760
H -2.811 -2.224 -3.440 -0.1 0.2 0.3 0.6113
H -2.657 0.802 -3.482 -0.3 0.1 0.2 0.2691
H -4.004 -0.253 -4.021 -0.7 0.1 0.2 0.4320
H -2.486 -0.159 -4.919 -0.6 -0.3 1.1 0.3988
H -2.418 -0.304 -1.179 0.3 0.4 0.6 0.0680
H -2.234 -2.069 -0.933 -0.8 0.6 -0.7 0.0420
H -3.792 -1.237 -1.471 -0.5 -0.6 0.2 0.5367
H 1.695 1.060 -2.292 -0.2 0.4 -1.5 0.5221
H -0.028 3.752 -2.577 0.7 0.6 -1.7 0.7347
H -1.193 5.091 -0.571 0.2 -1.5 -0.6 0.4721
H -3.761 1.843 1.505 1.6 0.2 0.8 0.3228
H -2.939 1.875 3.113 -0.2 0.5 0.5 0.3863
H -2.182 1.022 1.847 0.0 0.0 -0.2 0.1450
H -3.586 4.325 0.467 0.6 -0.2 1.0 0.4527
H -2.547 5.432 1.377 0.2 -0.6 0.1 0.4273
H -3.735 4.482 2.248 0.5 -0.3 -0.4 0.3984
H -0.347 2.912 3.074 0.1 0.1 0.5 0.3213
H -1.667 4.020 3.687 0.5 -0.2 -0.4 0.5341
H -0.483 4.586 2.482 0.6 0.8 0.0 0.3767
N -2.085 -5.644 3.637 1.1 0.3 -0.5 -0.3688
C -1.361 -5.258 2.538 -1.1 -2.0 -0.9 0.1991
O -1.041 -6.060 1.663 0.3 1.6 1.0 -0.5522
C -1.059 -3.761 2.386 1.8 0.0 0.0 -0.0051
C -0.659 -2.943 3.489 -1.9 -0.1 -1.5 -0.9237
C -0.425 -1.603 3.170 1.5 0.3 1.5 0.0328
N -0.196 -1.120 1.915 -1.7 -1.7 1.0 -0.0041
C -0.498 -1.911 0.877 0.2 -1.4 -0.4 0.3960
C -0.868 -3.271 1.076 -0.2 1.3 0.6 -0.6465
H -2.385 -6.584 3.830 0.4 -0.4 -0.7 0.2497
H -2.684 -5.003 4.059 -0.8 1.4 0.9 0.2013
H -0.771 -3.360 4.507 0.3 0.7 -0.6 0.4946
H -0.255 -0.882 4.013 -0.1 -0.7 -1.0 0.3946
H -0.394 -1.445 -0.138 -0.1 -0.8 1.5 0.2748
H -1.016 -3.938 0.233 -0.1 0.1 0.1 0.6698
S 2.046 0.612 3.133 -0.9 0.0 -0.7 -0.3512
C 2.908 2.107 2.904 -0.1 0.9 -1.7 0.5477
N 2.453 3.018 1.934 2.7 -0.2 1.5 0.2724
C 3.287 4.018 1.463 -1.2 -1.3 1.1 0.1511
C 4.469 4.193 2.126 0.1 0.5 0.1 -0.7525
C 4.831 3.238 3.085 1.0 0.6 -0.1 -0.0349
N 4.112 2.197 3.432 -1.2 -0.3 -0.1 -0.3941
H 1.489 2.923 1.675 -0.4 0.0 -0.6 -0.3997
H 2.922 4.537 0.595 0.0 0.5 0.1 0.4977
H 5.087 5.078 1.983 0.0 -0.4 -0.4 0.4255
H 5.821 3.262 3.526 0.0 0.3 0.2 0.4514